Density functional theory data (wB97M-V/def2-TZVPD) for a structure of composition C25H43Cl3GaN5O4Si at a distorted geometry.

Values from the calculation:
E_tot = -5148.2746 Eh
LUMO level = 0.0160 Eh
E_HOMO = -7.931 eV
Kohn-Sham gap = 8.4 eV

```
82
Properties=species:S:1:pos:R:3:forces:R:3
C -1.512997 -1.708443 -2.662974 -0.1 0.3 -0.1
C -1.107438 -2.780088 -1.706431 0.3 -1.2 0.3
H -1.074791 -1.868202 -3.653022 -0.2 0.2 0.1
H -1.189490 -0.719407 -2.299196 -0.1 -0.5 -0.2
H -2.607914 -1.668780 -2.766450 0.2 0.0 0.0
C -0.581565 -3.961547 -2.069401 -0.4 0.6 0.2
C -0.461724 -4.447632 -3.472061 0.3 -0.2 -0.4
H -0.239450 -4.663265 -1.305544 -0.3 0.1 -0.1
H -0.695769 -3.688093 -4.224820 0.1 -0.2 0.2
H -1.141625 -5.292940 -3.642512 0.1 0.1 0.0
H 0.551290 -4.821979 -3.661765 -0.1 0.0 -0.1
Ga -0.360950 0.368206 0.453399 0.9 -1.1 -0.6
Cl -2.639885 0.615434 0.489895 -0.4 0.3 0.1
Cl -0.188091 1.354650 -1.613937 -0.1 0.3 0.0
H 0.545296 4.623828 3.754086 0.0 -0.1 -0.1
H -1.526264 5.825013 2.757151 0.1 -0.1 -0.2
C 0.818079 4.309736 2.740609 0.1 0.1 0.0
C -1.150558 5.479202 1.786264 -0.2 -0.2 0.0
N -0.395430 4.241577 1.931041 0.1 0.1 0.0
H 1.322180 3.339585 2.767084 -0.2 0.2 -0.1
C -0.728970 3.137966 1.277392 1.1 -1.2 -0.1
O 0.048487 2.134812 1.247121 -1.4 1.6 0.3
H -1.993899 5.297819 1.114619 0.1 0.1 0.1
H -1.711732 3.136388 0.780565 0.4 0.0 0.0
H 1.477761 5.078790 2.323294 0.0 -0.2 0.0
H -0.510847 6.267381 1.368393 -0.1 -0.2 0.0
H 1.376218 -1.397085 -2.797461 0.1 0.2 0.2
H 2.256736 -3.580996 -1.360936 0.2 0.2 0.0
C 2.204889 -0.852567 -2.318200 -0.2 0.0 -0.3
C 3.086234 -2.872132 -1.204620 0.0 -0.1 0.2
N 2.584155 -1.515152 -1.084702 0.2 0.2 0.6
H 1.888899 0.173945 -2.113795 0.1 -0.4 0.0
C 2.378641 -0.972307 0.123855 -0.9 0.5 -0.6
O 1.784367 0.106522 0.334295 0.7 -0.9 -0.2
H 3.606813 -3.126497 -0.274822 0.0 -0.1 -0.3
H 2.786152 -1.578509 0.956617 -0.1 0.2 -0.2
H 3.055423 -0.866419 -3.014359 -0.1 0.0 0.2
H 3.775413 -2.941109 -2.056774 -0.1 0.0 0.3
O -0.321608 -1.538072 0.138296 0.6 1.4 0.3
C -1.308796 -2.433699 -0.238475 -0.1 0.2 0.0
C -0.069266 -4.048521 1.261389 -0.3 -0.1 0.2
C -1.286216 -3.601791 0.749453 -0.2 0.3 -0.6
H 0.850577 -3.576968 0.910555 -0.3 -0.1 0.2
C -0.057394 -5.053086 2.230355 0.0 0.2 -0.1
H -2.309166 -1.965784 -0.187092 0.0 -0.2 0.1
C -2.490280 -4.177935 1.159877 0.4 -0.3 -0.1
H 0.898522 -5.353358 2.664301 -0.3 -0.1 -0.1
C -1.257070 -5.642533 2.636508 -0.1 0.0 0.0
C -2.473931 -5.229841 2.075484 0.2 0.1 0.1
H -3.423444 -3.796248 0.733827 0.3 -0.2 0.2
H -1.248741 -6.415844 3.406550 0.0 0.1 -0.3
H -3.408594 -5.717835 2.357315 0.3 0.1 0.0
Si -0.528271 4.749394 -4.680849 0.1 0.2 0.2
Cl -0.773256 3.100148 -5.920956 0.0 0.0 -0.2
C 1.305302 4.885214 -4.329180 0.0 0.0 0.0
C -1.566225 4.394915 -3.168274 0.0 0.0 0.1
C -1.106468 6.284033 -5.600396 -0.1 0.0 0.0
H 1.687205 3.943475 -3.916082 -0.1 0.2 -0.1
H 1.504969 5.687149 -3.606966 0.0 -0.1 -0.1
H 1.857103 5.113058 -5.250589 -0.1 -0.1 0.2
H -0.487045 6.471676 -6.486729 -0.1 -0.1 0.2
H -1.041063 7.170978 -4.955189 0.0 -0.2 -0.1
H -2.147733 6.185438 -5.929968 0.2 0.0 0.1
H -1.216387 3.494526 -2.638445 -0.1 0.3 -0.2
H -2.611832 4.235826 -3.467545 0.2 0.0 0.1
H -1.535979 5.241995 -2.468783 0.0 -0.1 -0.1
C 2.804575 -0.066130 5.204948 0.2 0.0 0.3
N 1.643940 -0.509894 4.445937 0.1 0.1 -0.1
C 0.922116 -1.545007 4.932404 -0.6 -0.2 -0.6
C -0.222403 -1.917712 4.302177 0.3 -0.2 0.9
C -0.665563 -1.138010 3.192156 -0.4 -0.1 -0.6
N 0.152339 -0.271933 2.575937 -0.2 0.5 0.8
C 1.272478 0.189029 3.269580 0.5 0.7 -0.6
O 1.955866 1.156372 2.932425 -0.8 -1.2 0.5
N -1.922438 -1.313487 2.742313 0.5 0.5 0.2
H 3.378941 0.651635 4.621624 -0.2 -0.2 0.0
H 3.422156 -0.939298 5.456992 -0.1 0.3 -0.1
H 2.480227 0.405079 6.142591 0.1 0.0 -0.2
H 1.318249 -2.011855 5.837848 -0.2 0.0 -0.4
H -0.810325 -2.765825 4.634534 0.1 0.2 0.0
H -2.584901 -1.807529 3.320054 0.3 -0.2 -0.1
H -2.307808 -0.689459 2.008150 0.3 -0.5 0.5
```
Forces are in eV/Å.

Atomic charges from the Mulliken analysis, expressed in e, are listed below:
1. C -1.3620
2. C 0.5214
3. H 0.4150
4. H -0.0941
5. H 0.3198
6. C 0.0845
7. C -1.5474
8. H 0.4358
9. H 0.3498
10. H 0.3219
11. H 0.3123
12. Ga 0.9259
13. Cl -0.4787
14. Cl -0.6987
15. H 0.3250
16. H 0.3236
17. C -0.7801
18. C -0.9240
19. N 0.2624
20. H 0.1434
21. C 0.4819
22. O -0.8668
23. H 0.2985
24. H 0.1934
25. H 0.3304
26. H 0.3144
27. H 0.1073
28. H 0.1010
29. C -0.7393
30. C -0.7413
31. N 0.3298
32. H 0.1400
33. C -0.0943
34. O -0.5412
35. H 0.3089
36. H 0.3236
37. H 0.4257
38. H 0.3325
39. O -0.0962
40. C -0.3802
41. C 0.2378
42. C 0.2623
43. H 0.2357
44. C -0.7998
45. H 0.7140
46. C -0.3487
47. H 0.4093
48. C -0.5529
49. C -0.7252
50. H 0.4341
51. H 0.3696
52. H 0.3969
53. Si 0.5064
54. Cl -0.3406
55. C -0.8683
56. C -0.3340
57. C -0.9452
58. H 0.2254
59. H 0.3169
60. H 0.2668
61. H 0.2621
62. H 0.3223
63. H 0.2652
64. H -0.2192
65. H 0.3006
66. H 0.2733
67. C -1.1545
68. N 0.1923
69. C -0.2384
70. C -1.3301
71. C 0.8837
72. N 0.1523
73. C 0.0872
74. O -0.7115
75. N 0.2185
76. H 0.3348
77. H 0.3886
78. H 0.3389
79. H 0.4214
80. H 0.4190
81. H 0.3174
82. H -0.0685